A cluster of 2 separate species, C3H9N in total. Source: OMol25; level of theory: ωB97M-V/def2-TZVPD.

2S+1: 1
Orbital gap, Eh: 0.3997
Electronic energy, a.u.: -174.39780
SMILES: C=N.CC

Cartesian coordinates (Å):
C: -0.55 -0.71 3.01
N: -0.61 0.52 2.66
H: 0.30 -0.89 3.66
H: -1.40 -1.38 2.87
H: -1.53 0.91 2.46
C: 0.69 -0.48 -3.00
C: 0.46 0.69 -2.07
H: 0.40 -1.41 -2.49
H: 0.07 -0.38 -3.89
H: 1.75 -0.58 -3.19
H: 0.83 1.67 -2.39
H: 0.85 0.53 -1.06
H: -0.60 0.95 -1.90

A cluster of 2 separate species, C3H9N2 in total. Source: OMol25; level of theory: ωB97M-V/def2-TZVPD.

2S+1: 1
Orbital gap, Eh: 0.3414
Electronic energy, a.u.: -228.83956
Net charge: +1

Cartesian coordinates (Å):
C: 1.12 0.46 -0.06
C: 2.01 -0.67 0.42
C: -0.83 -0.38 -0.31
N: 1.41 1.55 -0.50
N: -1.78 0.53 0.46
H: 2.89 -0.43 0.89
H: 1.47 -1.33 1.07
H: 2.31 -1.31 -0.53
H: -1.05 -0.76 -1.28
H: -0.58 -1.38 0.27
H: 0.91 2.29 -0.92
H: -2.14 -0.10 1.11
H: -2.51 0.85 -0.24
H: -1.21 1.30 0.90

A cluster of 2 separate species, C3H9N2 in total. Source: OMol25; level of theory: ωB97M-V/def2-TZVPD.

2S+1: 1
Orbital gap, Eh: 0.3462
Electronic energy, a.u.: -228.90208
Net charge: +1

Cartesian coordinates (Å):
C: -0.20 -1.20 -1.09
C: 0.35 -1.93 0.04
C: -0.09 2.74 -0.02
N: -0.23 1.79 0.78
N: 0.40 -1.38 1.21
H: -0.77 -0.21 -0.96
H: -0.74 -1.82 -1.75
H: 0.49 -2.95 0.07
H: 0.02 3.84 0.34
H: 0.00 2.64 -1.17
H: -0.18 2.24 1.67
H: 0.43 -0.98 -1.97
H: 0.23 -0.45 1.38
H: 0.57 -1.89 2.07

The ion C3H9N2 with charge +1. Source: OMol25; level of theory: ωB97M-V/def2-TZVPD.

2S+1: 1
Orbital gap, Eh: 0.4009
Electronic energy, a.u.: -228.86633
Net charge: +1
SMILES: [H]/N=[N+](/C)CC

Cartesian coordinates (Å):
H: -1.06 2.08 0.99
N: -1.46 1.21 0.88
N: -0.73 0.44 0.16
C: -1.36 -0.85 -0.15
C: 0.64 0.65 -0.37
C: 1.54 -0.40 0.04
H: -2.37 -0.91 0.35
H: -0.67 -1.60 0.19
H: -1.55 -0.82 -1.23
H: 0.67 0.60 -1.52
H: 0.90 1.56 0.12
H: 2.58 0.00 0.23
H: 1.16 -0.84 1.03
H: 1.71 -1.12 -0.72